Record 1
DFT (the ωB97M-V functional and the def2-TZVPD basis) results for a structure of composition CH2ClNOS2.

Highest occupied orbital energy = -9.56 eV
Energy relative to the best compared isomer or geometry (same formula, charge and spin) = 185.1 kJ/mol
LUMO = -1.857 eV

CARTESIAN COORDINATES (ANGSTROEM)
1 C 1.34 0.32 0.95
2 N 0.65 0.14 -0.13
3 O 2.51 -0.09 1.16
4 S -2.22 -0.83 -0.96
5 S -1.48 0.30 0.43
6 Cl 1.10 -1.18 -1.09
7 H 0.87 1.13 1.39
8 H -2.78 0.21 -1.76



Record 2
DFT (the ωB97M-V functional and the def2-TZVPD basis) results for a cluster of 2 separate species, CHF2N in total.

Highest occupied orbital energy (alpha / beta) = -10.79 / -10.18 eV
Energy relative to the best compared isomer or geometry (same formula, charge and spin) = 401.8 kJ/mol
LUMO (alpha / beta) = -1.739 / -1.886 eV

CARTESIAN COORDINATES (ANGSTROEM)
1 C 0.27 0.41 -0.12
2 N -0.91 0.44 -0.01
3 F 1.29 1.19 0.00
4 F 1.02 -1.85 -0.02
5 H -1.67 -0.19 0.14



Record 3
DFT (the ωB97M-V functional and the def2-TZVPD basis) results for a cluster of 2 separate species, C11H14N2O in total.

SMILES = Cc1ccc(O)cc1.Cc1c[nH]cn1
Highest occupied orbital energy = -8.33 eV
Energy relative to the best compared isomer or geometry (same formula, charge and spin) = 268.2 kJ/mol
LUMO = 0.353 eV

CARTESIAN COORDINATES (ANGSTROEM)
1 C 1.38 1.92 -2.57
2 C 1.11 1.84 -1.08
3 C 2.00 1.00 -0.34
4 C 1.90 0.81 1.06
5 C 0.80 1.48 1.76
6 O 0.72 1.26 3.05
7 C -0.06 2.20 1.08
8 C 0.11 2.34 -0.34
9 H 1.44 3.00 -2.86
10 H 0.70 1.47 -3.26
11 H 2.43 1.65 -2.85
12 H 2.77 0.56 -0.99
13 H 2.68 0.32 1.53
14 H -0.07 1.36 3.63
15 H -0.98 2.62 1.47
16 H -0.66 2.91 -0.66
17 C -0.42 -2.16 -1.52
18 C -1.16 -2.44 -0.25
19 C -1.12 -1.52 0.78
20 N -2.08 -2.03 1.65
21 C -2.54 -3.23 1.13
22 N -1.96 -3.49 -0.03
23 H 0.00 -1.10 -1.56
24 H -1.03 -2.19 -2.44
25 H 0.47 -2.82 -1.65
26 H -0.70 -0.46 0.94
27 H -2.39 -1.65 2.55
28 H -3.33 -3.66 1.78



Record 4
DFT (the ωB97M-V functional and the def2-TZVPD basis) results for a structure of composition C22H19FN7O4Zn.

Net charge = +1
Highest occupied orbital energy = -11.45 eV
LUMO = -2.256 eV

CARTESIAN COORDINATES (ANGSTROEM)
1 Zn 1.13 -0.22 0.68
2 C 1.57 -1.56 -2.08
3 N 2.49 -1.00 -1.16
4 C 3.20 0.22 -1.62
5 C 3.14 1.32 -0.61
6 N 2.34 1.35 0.44
7 C 2.61 2.54 1.06
8 C 2.05 3.03 2.22
9 C 2.53 4.27 2.59
10 C 3.45 5.02 1.81
11 C 4.04 4.53 0.69
12 C 3.62 3.21 0.40
13 N 3.99 2.36 -0.64
14 C 0.37 -0.65 -2.09
15 N 0.10 0.11 -1.03
16 C -1.15 0.64 -1.13
17 C -1.91 1.35 -0.21
18 C -3.22 1.61 -0.51
19 C -3.82 1.03 -1.62
20 C -3.14 0.20 -2.48
21 C -1.76 0.12 -2.25
22 N -0.67 -0.59 -2.91
23 H 1.22 -2.46 -1.50
24 H 1.87 -1.74 -3.13
25 H 3.11 -1.70 -0.76
26 H 2.80 0.53 -2.59
27 H 4.22 0.02 -2.06
28 H 1.40 2.43 2.80
29 H 2.21 4.76 3.50
30 H 3.63 6.05 2.17
31 H 4.82 5.04 0.09
32 H 4.47 2.66 -1.45
33 H -1.47 1.83 0.61
34 H -3.85 2.15 0.19
35 H -4.88 1.19 -1.82
36 H -3.62 -0.25 -3.25
37 H -0.82 -1.17 -3.72
38 F -5.33 -3.49 2.42
39 C -4.21 -3.23 1.72
40 C -2.99 -3.55 2.17
41 N -1.82 -3.23 1.50
42 C -0.51 -3.35 1.99
43 C 0.21 -2.07 1.81
44 O 1.46 -2.00 1.64
45 O -0.42 -0.99 1.77
46 C -1.92 -2.76 0.16
47 O -0.91 -2.59 -0.53
48 N -3.17 -2.41 -0.24
49 C -4.33 -2.47 0.47
50 O -5.38 -2.11 0.03
51 H -2.84 -4.02 3.18
52 H 0.01 -4.16 1.48
53 H -0.66 -3.64 3.00
54 H -3.27 -2.13 -1.19



Record 5
DFT (the ωB97M-V functional and the def2-TZVPD basis) results for a cluster of 8 separate species, C26H38F6O23P in total.

Net charge = -1
Highest occupied orbital energy = -2.57 eV
LUMO = 1.623 eV

CARTESIAN COORDINATES (ANGSTROEM)
1 C -2.98 0.44 0.50
2 C -1.62 0.29 1.06
3 O -0.89 1.44 0.97
4 H -3.41 -0.55 0.65
5 H -2.98 0.50 -0.58
6 H -3.54 1.28 0.92
7 H -1.20 -0.57 0.53
8 H -1.81 -0.06 2.07
9 C -9.28 3.96 -2.75
10 C -9.21 5.47 -2.43
11 O -8.94 6.14 -3.61
12 C -9.17 5.28 -4.60
13 O -9.05 5.61 -5.72
14 O -9.35 4.06 -4.12
15 F -8.09 5.49 -1.76
16 H -10.12 3.44 -2.29
17 H -8.41 3.43 -2.35
18 H -9.95 5.97 -1.80
19 C -1.32 7.65 4.29
20 C -1.48 8.60 3.09
21 O -0.84 9.78 3.64
22 C -0.08 9.45 4.72
23 O 0.81 10.17 5.26
24 O -0.38 8.20 5.14
25 F -2.84 8.85 2.72
26 H -1.07 6.63 3.98
27 H -2.33 7.44 4.65
28 H -0.90 8.16 2.28
29 C -8.64 -7.35 -0.34
30 C -7.66 -6.61 -1.12
31 O -7.80 -5.28 -0.78
32 C -8.91 -5.18 -0.02
33 O -9.33 -4.11 0.44
34 O -9.52 -6.25 0.03
35 F -7.72 -6.75 -2.45
36 H -8.16 -7.83 0.52
37 H -9.07 -8.11 -0.99
38 H -6.63 -6.91 -0.94
39 C -0.92 1.33 8.79
40 C -0.07 0.73 9.87
41 O -0.70 -0.61 10.01
42 C -2.02 -0.36 9.78
43 O -3.00 -1.00 10.10
44 O -2.19 0.87 9.17
45 F -0.05 1.40 11.04
46 H -0.64 0.85 7.85
47 H -1.03 2.41 8.75
48 H 0.98 0.60 9.61
49 C -1.49 5.24 -4.35
50 C -0.15 5.86 -4.37
51 O -0.36 7.11 -5.07
52 C -1.63 7.22 -5.45
53 O -2.17 8.17 -6.00
54 O -2.28 6.21 -4.90
55 F 0.45 5.03 -5.17
56 H -1.82 5.03 -3.33
57 H -1.50 4.36 -4.99
58 H 0.24 5.83 -3.36
59 C 6.09 4.36 4.23
60 C 6.42 5.38 5.34
61 O 7.53 4.76 5.90
62 C 8.21 4.29 4.87
63 O 9.36 3.95 4.87
64 O 7.35 3.99 3.90
65 F 5.53 5.40 6.26
66 H 5.46 4.68 3.40
67 H 5.64 3.47 4.67
68 H 6.67 6.38 5.00
69 C 3.90 -4.16 -5.62
70 C 4.26 -5.00 -4.51
71 O 4.65 -6.25 -5.09
72 P 6.22 -6.79 -4.96
73 O 7.25 -5.78 -5.20
74 O 6.22 -7.23 -3.42
75 C 7.14 -6.74 -2.41
76 C 7.21 -7.77 -1.23
77 O 6.33 -8.14 -5.83
78 C 5.97 -9.36 -5.33
79 C 7.01 -10.07 -4.46
80 H 4.84 -3.81 -6.04
81 H 3.35 -4.54 -6.48
82 H 3.43 -3.22 -5.32
83 H 5.09 -4.63 -3.90
84 H 3.55 -5.25 -3.73
85 H 8.07 -6.59 -2.96
86 H 6.82 -5.76 -2.06
87 H 6.33 -8.17 -0.73
88 H 7.91 -8.58 -1.46
89 H 7.65 -7.10 -0.50
90 H 5.01 -9.44 -4.83
91 H 5.82 -9.87 -6.28
92 H 7.94 -10.11 -5.04
93 H 7.22 -9.59 -3.51
94 H 6.72 -11.11 -4.33



Record 6
DFT (the ωB97M-V functional and the def2-TZVPD basis) results for an isolated molecule of C12H22NO4P.

SMILES = CCCCOP(=O)(OCCCC)/C(C#N)=C(/C)O
Highest occupied orbital energy = -9.66 eV
Energy relative to the best compared isomer or geometry (same formula, charge and spin) = 0.0 kJ/mol
LUMO = 0.762 eV

CARTESIAN COORDINATES (ANGSTROEM)
1 C 0.89 0.33 4.03
2 C 1.75 1.13 3.05
3 C 2.86 0.30 2.41
4 C 2.35 -0.72 1.40
5 O 1.85 -0.03 0.26
6 P 0.85 -0.81 -0.71
7 O 1.30 -2.15 -1.13
8 O 0.74 0.16 -1.95
9 C 0.35 1.53 -1.83
10 C -1.09 1.73 -2.28
11 C -1.54 3.18 -2.12
12 C -2.98 3.37 -2.58
13 C -0.75 -0.88 0.15
14 C -1.16 0.28 0.81
15 N -1.45 1.26 1.34
16 C -1.50 -2.02 0.12
17 C -2.83 -2.12 0.79
18 O -1.12 -3.13 -0.48
19 H 1.51 -0.09 4.82
20 H 0.15 0.98 4.48
21 H 0.37 -0.48 3.53
22 H 1.11 1.54 2.26
23 H 2.20 1.97 3.58
24 H 3.55 0.97 1.89
25 H 3.42 -0.23 3.18
26 H 1.56 -1.34 1.84
27 H 3.16 -1.38 1.07
28 H 0.48 1.88 -0.80
29 H 1.03 2.09 -2.47
30 H -1.74 1.08 -1.68
31 H -1.18 1.41 -3.32
32 H -0.88 3.82 -2.70
33 H -1.45 3.46 -1.07
34 H -3.28 4.41 -2.46
35 H -3.65 2.75 -1.99
36 H -3.09 3.09 -3.62
37 H -2.82 -2.95 1.50
38 H -3.59 -2.35 0.04
39 H -3.09 -1.20 1.31
40 H -0.22 -3.02 -0.87